Formula: C2H6NP
Source: OMol25
Level of theory: wB97M-V/def2-TZVPD

Results
calculated total energy	-475.8285	Eh
SMILES string	C/N=C/P
energy above the lowest of the compared OMol25 structures with the same formula, charge and spin	17.9	kcal/mol
E_HOMO	-9.31	eV
LUMO	0.953	eV

Last column: Mulliken charge in e.
Positions of all 10 atoms, in Å:
C 1.435481 0.369133 0.285308  -0.6880
N 0.047064 0.543365 -0.031833  -0.3080
C -0.795107 -0.311081 0.307129  -0.0199
P -2.470984 0.161275 0.111086  -0.2265
H 2.137346 0.350687 -0.646191  0.2227
H 1.727960 -0.537109 0.703195  0.3385
H 1.751602 1.275008 1.014442  0.2044
H -0.411014 -1.249575 0.771911  0.3463
H -2.615896 -0.612669 -1.211846  0.0520
H -2.187990 1.304836 -0.674919  0.0785

Cartesian forces (eV/Å) of the 6 atoms listed first:
2.0090 3.0565 -0.8304
1.4314 1.2891 -0.3631
1.7403 -1.1081 0.5281
-2.2857 -0.9527 -2.3235
-1.4737 0.8273 1.2681
-0.0290 -1.9145 1.4719

=====

Formula: C2H6NP
Source: OMol25
Level of theory: wB97M-V/def2-TZVPD

Results
calculated total energy	-475.7575	Eh
energy above the lowest of the compared OMol25 structures with the same formula, charge and spin	62.5	kcal/mol
E_HOMO (spin up / spin down)	-7.19 / -7.20	eV
LUMO (spin up / spin down)	0.128 / 0.126	eV

Last column: Mulliken charge in e.
Positions of all 10 atoms, in Å:
C 1.336821 0.342835 0.619557  -0.8009
C -0.062277 0.540937 0.869422  0.3178
N -1.188856 0.266133 0.378096  -0.0471
P -2.686762 -0.275384 0.438154  -0.2679
H 1.377401 -0.761677 0.479315  0.2256
H 1.588070 0.984703 -0.326160  0.2675
H 1.783294 0.691493 1.526929  0.2985
H 0.583005 -1.397344 -1.597701  0.0529
H 0.161958 -0.856957 -1.681607  -0.0598
H -2.892656 0.465265 -0.706004  0.0134

Cartesian forces (eV/Å) of the 6 atoms listed first:
-0.2669 -0.2924 -1.4292
-6.2864 0.3022 -2.5051
6.7993 1.1276 3.3003
-1.3427 -0.8670 -0.1350
1.0442 0.7013 -0.1729
-0.1081 -1.3900 1.7873

=====

Formula: C2H6NP
Source: OMol25
Level of theory: wB97M-V/def2-TZVPD

Results
calculated total energy	-475.7372	Eh
energy above the lowest of the compared OMol25 structures with the same formula, charge and spin	75.3	kcal/mol
E_HOMO (spin up / spin down)	-9.11 / -8.97	eV
LUMO (spin up / spin down)	-0.652 / -0.379	eV

Last column: Mulliken charge in e.
Positions of all 10 atoms, in Å:
C -0.327971 1.353159 -0.184277  -0.2251
C -0.110381 -1.550695 -0.375101  -0.9099
N 0.183326 0.754423 1.010201  -0.5167
P 0.896178 0.017802 -0.351980  0.0998
H -1.392820 1.160562 -0.298330  0.2388
H -0.029680 2.345061 -0.500235  0.2682
H -0.723236 -1.605293 0.520464  0.3105
H 0.600244 -2.377460 -0.379443  0.3002
H -0.720772 -1.615125 -1.272115  0.2835
H 1.625112 1.517564 1.830815  0.1507

Cartesian forces (eV/Å) of the 6 atoms listed first:
-0.1026 0.1196 -0.5814
0.4309 0.2802 -0.0539
2.3615 1.2112 3.1494
0.0959 -0.6955 -1.0560
0.0083 0.0794 0.0323
0.1177 0.0179 0.0277

=====

Formula: C2H6NP
Source: OMol25
Level of theory: wB97M-V/def2-TZVPD

Results
calculated total energy	-475.8571	Eh
SMILES string	[H]/P=N/CC
energy above the lowest of the compared OMol25 structures with the same formula, charge and spin	0.0	kcal/mol
E_HOMO	-8.81	eV
LUMO	-0.196	eV

Last column: Mulliken charge in e.
Positions of all 10 atoms, in Å:
H 3.327793 1.305429 -0.011117  0.0548
P 2.884711 -0.045925 0.003595  -0.0763
N 1.369834 0.304173 -0.009063  -0.2006
C 0.264009 -0.603224 -0.003862  -0.2685
C -1.030422 0.204291 0.006093  -1.0705
H 0.285394 -1.250534 -0.889169  0.3144
H 0.294492 -1.259092 0.874862  0.3190
H -1.067257 0.836361 0.889486  0.2857
H -1.078006 0.840997 -0.873438  0.2845
H -1.890548 -0.460076 0.009724  0.3576

Cartesian forces (eV/Å) of the 6 atoms listed first:
0.3268 0.0333 -0.0009
0.0881 -0.0603 0.0083
0.1711 0.4187 -0.0151
-0.5718 -0.1467 0.0029
0.0789 -0.3193 0.0001
0.0569 0.0004 0.0624

=====

Formula: C2H6NS
Source: OMol25
Level of theory: wB97M-V/def2-TZVPD

Results
calculated total energy	-532.7309	Eh
charge	-1
energy above the lowest of the compared OMol25 structures with the same formula, charge and spin	25.2	kcal/mol
E_HOMO	-2.80	eV
LUMO	3.971	eV

Last column: Mulliken charge in e.
Positions of all 10 atoms, in Å:
S -1.206942 0.143997 2.293528  -0.8303
H -0.882530 -1.007076 1.822017  -0.1213
C 1.667511 -0.718617 -2.280382  -0.9865
C 1.097427 0.345076 -1.650443  0.1854
N -0.092863 0.226945 -0.997660  -0.4770
H 1.130712 -1.660717 -2.229802  0.2096
H 2.446455 -0.706931 -2.872781  0.3459
H 1.402271 1.401909 -2.031123  0.2390
H -0.181034 -0.563394 -0.482281  0.1811
H -0.544402 0.884898 -0.333899  0.2540

Cartesian forces (eV/Å) of the 6 atoms listed first:
-0.4534 1.6443 0.4828
0.4433 -1.6132 -0.5954
-4.2531 0.2515 3.3819
0.4597 1.1915 -2.6543
-0.8098 2.9375 -0.1150
0.1699 -0.1384 0.2868

=====

Formula: C2H6NS
Source: OMol25
Level of theory: wB97M-V/def2-TZVPD

Results
calculated total energy	-532.6035	Eh
charge	-2
<S²>	0.753
energy above the lowest of the compared OMol25 structures with the same formula, charge and spin	2.2	kcal/mol
E_HOMO (spin up / spin down)	3.12 / -0.18	eV
multiplicity	2
LUMO (spin up / spin down)	7.120 / 7.114	eV

Last column: Löwdin spin population.
Positions of all 10 atoms, in Å:
S 3.422387 -0.376030 -3.293612  0.0005
H 2.635569 0.319504 -4.129971  0.0000
C -0.064708 -0.313377 0.257142  0.0524
C -1.723928 0.272489 1.781794  0.3756
N -1.465975 -0.358306 0.622385  0.3822
H 0.597532 -0.618292 1.080847  0.0254
H 0.126174 -1.016263 -0.565231  -0.0006
H 0.221831 0.671263 -0.135504  0.0176
H -2.747996 0.493472 2.085058  0.0646
H -1.000887 0.925536 2.297088  0.0822

Cartesian forces (eV/Å) of the 6 atoms listed first:
0.2292 -0.0274 -0.1660
-0.0287 0.0182 -0.0154
-0.8678 -0.5383 -0.5028
-0.0370 0.2346 0.6306
0.1565 -0.0048 -0.0587
0.2092 0.2146 0.2425

=====

no.,M (g mol⁻¹)
1,75.05
2,75.05
3,75.05
4,75.05
5,76.14
6,76.14